# C27H88N18O15

A cluster of 15 separate species, C27H88N18O15 in total at a distorted geometry (wB97M-V/def2-TZVPD, the Open Molecules 2025 dataset).

HOMO-LUMO gap = 9.098 eV

Geometry as ORCA input:
```
! RIJCOSX wB97M-V def2-TZVPD def2/J DEFGRID3
* xyz 0 1
O -3.0485 18.2034 -12.4675
O -3.9967 30.9562 -19.8320
O -4.3043 28.8155 -13.2189
O 0.0633 14.8783 -14.0042
O -3.0963 21.0728 -21.5130
O -8.1321 28.1561 -23.5010
O -2.8140 25.1288 -17.1615
O 1.5324 15.4354 -20.2031
O -4.9984 22.9206 -11.2016
O 3.7793 33.1017 -12.9976
O -10.2491 28.3008 -18.7073
O 6.1069 25.4992 -18.9813
O -6.9194 19.6278 -18.4838
O -9.1070 25.0132 -14.6683
O -0.1433 26.4676 -20.0829
N -2.5307 30.5497 -18.1851
N -0.2962 17.3815 -19.4659
N 0.0625 14.6459 -16.2986
N -6.2024 24.1566 -9.8028
N -2.0314 17.5389 -10.6532
N 0.9045 32.0107 -14.9584
N -4.1305 23.7605 -9.3236
N -7.9724 21.3241 -17.6685
N -2.9462 19.4276 -10.6341
N -1.9278 31.8186 -19.7260
N -7.5327 29.4485 -21.8081
N -3.3224 27.1836 -12.2304
N 0.2834 16.5812 -15.3565
N -0.5451 25.0659 -15.3006
N 6.6483 22.9841 -20.3955
N -6.7929 20.2060 -16.3533
N -6.1816 29.1861 -23.4368
N -2.1568 28.2852 -13.6721
C 4.9077 23.2780 -21.9341
C 4.7977 34.0915 -13.0382
C -3.3101 28.1574 -13.0573
C -1.2560 23.9048 -15.7200
C -9.0185 26.3321 -14.1316
C 5.5617 26.2895 -17.9249
C 0.0620 25.9813 -21.4010
C 5.1712 24.7178 -19.7621
C 1.2721 19.1830 -19.4091
C 5.8857 24.0683 -20.9879
C -1.0019 22.9168 -14.5702
C 0.9126 17.7871 -20.0036
C 1.9312 31.9384 -13.9421
C -7.3599 28.8867 -22.9926
C -10.3506 26.9017 -18.9348
C -2.7313 18.3661 -11.3488
C -2.9111 31.0564 -19.2762
C -4.1605 25.5694 -17.2967
C 0.1336 15.2946 -15.1568
C 2.7023 30.6875 -14.3963
C -5.1092 23.6161 -10.2147
C -7.0952 20.3926 -17.5980
C -3.1584 22.1844 -20.6083
C 2.3907 14.4193 -19.7867
C -2.7097 24.2642 -16.0177
C 2.0499 16.7250 -19.9124
C 2.7578 33.2605 -14.0100
H 2.2462 16.7384 -18.8403
H -3.3087 23.3539 -16.0426
H -3.5362 20.1557 -11.0109
H 1.5486 31.8565 -12.9247
H -3.2638 23.2509 -9.4203
H 5.4144 34.0857 -13.9369
H -0.9001 26.0993 -21.8996
H 0.4937 17.1850 -14.5746
H -0.8544 23.6008 -16.6867
H -1.9534 17.6782 -9.6559
H -2.3111 19.7129 -9.9024
H 4.2301 22.5591 -21.4734
H 1.3518 32.3126 -15.8121
H -6.7241 29.8464 -21.3522
H -1.7843 22.1665 -14.6845
H -8.7599 27.0670 -14.8939
H -4.2348 26.9264 -11.8819
H -2.0941 32.3105 -20.5923
H 3.5927 30.4710 -13.8061
H 3.0227 16.9408 -20.3540
H -0.1710 16.7732 -16.2378
H -2.2564 22.6819 -20.2519
H -2.5845 21.3360 -22.2814
H -0.0644 22.3656 -14.4975
H 0.7955 19.9853 -19.9724
H 1.0259 19.3104 -18.3549
H -11.1460 28.5997 -18.5405
H 0.3852 32.8448 -14.7246
H 7.5315 23.3395 -20.0585
H 2.3215 19.4690 -19.4802
H 4.3524 25.3193 -20.1567
H 3.3459 14.4627 -20.3100
H -3.0030 29.7551 -17.7782
H -2.5957 26.5006 -12.0705
H -11.0037 26.4027 -18.2188
H -1.8898 29.2385 -13.8719
H 6.1225 22.8681 -19.5410
H -0.9571 26.0431 -19.8015
H 2.0923 29.7932 -14.2687
H -9.3706 26.4259 -18.8984
H 5.0596 25.7438 -17.1260
H 5.4664 22.8266 -22.7540
H -8.4055 29.4161 -21.3010
H 6.4061 26.8078 -17.4705
H -4.9223 24.7940 -17.3768
H -9.9831 26.5913 -13.6953
H -3.6291 23.0086 -21.1442
H 0.6587 26.6941 -21.9702
H -1.0139 23.2961 -13.5484
H 0.3952 24.9562 -21.5624
H 4.2359 24.0741 -22.2548
H 0.9008 17.9968 -21.0732
H 1.8205 13.4968 -19.8955
H 3.1157 33.4747 -15.0171
H -3.6545 22.0209 -19.6516
H -1.6646 16.7159 -11.1096
H -4.3052 24.3596 -8.5295
H -8.1273 26.4666 -13.5186
H 5.4819 33.9613 -12.1997
H 0.4168 24.7586 -15.3217
H 4.3361 35.0710 -12.9131
H -4.3914 26.2475 -18.1183
H -1.5591 27.4946 -13.8669
H 0.1075 13.6479 -16.4477
H -7.0614 23.8669 -10.2481
H -8.7451 21.3157 -18.3188
H -5.6715 29.8386 -22.8589
H -6.3984 24.5759 -8.9051
H -4.4174 26.2174 -16.4587
H 2.5647 14.6648 -18.7390
H -0.9796 18.0109 -19.8621
H 4.9502 27.1000 -18.3215
H -1.0434 31.8975 -19.2448
H -8.0283 21.9697 -16.8938
H 2.1940 34.0940 -13.5910
H -9.1788 24.5239 -13.8455
H 6.5099 24.8268 -21.4603
H -6.2030 19.4087 -16.1623
H -5.7852 28.7922 -24.2782
H -1.6467 30.7756 -17.7519
H 4.7369 23.9486 -19.1233
H -3.0870 24.7478 -15.1167
H -0.0440 15.1372 -17.1746
H -0.7057 25.5850 -16.1520
H -10.7771 26.8234 -19.9349
H -0.4891 16.5326 -19.9779
H 3.0557 30.6672 -15.4272
H -6.9396 20.9023 -15.6365
*
```


# C27H88N2O20

A cluster of 16 separate species, C27H88N2O20 in total at a distorted geometry (wB97M-V/def2-TZVPD, the Open Molecules 2025 dataset).

HOMO-LUMO gap = 8.627 eV

Geometry as ORCA input:
```
! RIJCOSX wB97M-V def2-TZVPD def2/J DEFGRID3
* xyz 0 1
O -5.2254 -3.4368 1.3466
O -3.2626 6.5646 -1.4015
O -1.1569 9.1074 -0.6399
O 0.8948 -0.9813 3.3223
O 4.7186 -1.9850 3.6795
O -6.2785 -2.9161 -0.5862
O 8.5935 0.7798 -2.5023
O 6.5631 -5.1991 4.4805
O 10.9975 -2.0762 0.6372
O 8.4502 -0.5547 1.5374
O -6.8369 1.0406 0.2084
O -3.4699 2.3894 0.0579
O -5.0155 0.0481 -1.9133
O 8.8325 4.6043 -3.6685
O 0.4128 3.7064 -2.0980
O -4.0789 -6.9791 -2.2849
O -3.5426 -2.6233 -1.1189
O 0.5778 -1.1846 0.3640
O -2.4772 2.6933 4.3210
O 9.4702 -2.0444 -2.1807
N -0.8642 1.7520 1.0657
N -8.2435 -1.0773 -1.2256
C -3.7636 2.1395 4.0541
C -8.9266 0.0564 -0.5567
C -8.1269 0.6563 0.5999
C -3.9505 -7.0578 -3.7025
C -4.3407 -0.7365 -2.8861
C -1.4922 -1.3842 -0.8552
C 7.9656 1.5075 -3.5582
C -8.6813 -2.3545 -0.6369
C 8.6406 5.3332 -2.4590
C -4.0683 -3.8660 -0.7607
C -3.9512 7.2259 -0.3496
C 0.7009 2.7920 -3.1473
C 6.9415 -4.2124 5.4393
C 11.7914 -2.7412 1.6190
C 9.4503 -3.4612 -2.0715
C -8.9006 1.8497 1.1847
C 5.1724 -1.1584 2.6053
C -4.9620 -4.5343 2.1943
C -5.3859 -3.8218 -0.0150
C -4.0741 3.1819 -0.9673
C -0.7050 -0.5927 0.1957
C -7.5955 -3.4326 -0.5253
C 7.8050 0.1764 0.4826
C -0.6343 0.9134 -0.1135
C -1.5068 10.3612 -1.2179
C 1.7187 -1.7344 4.2213
C -2.6578 -2.0614 -0.1764
H -9.1143 0.8142 -1.3145
H 0.4802 -0.2760 3.8267
H -3.1889 -1.3185 0.4241
H -0.1920 2.6143 -3.7535
H -8.2320 2.6942 1.2878
H 12.3674 -3.5510 1.1656
H -7.7849 -3.9793 0.3944
H 9.3946 -3.9002 -3.0644
H -3.9770 -1.6658 -2.4404
H -9.9018 -0.2471 -0.1677
H 1.0615 1.8448 -2.7368
H -0.1977 9.0624 -0.5934
H -1.0981 10.4529 -2.2273
H -5.8853 -5.0124 2.5205
H 7.6325 -3.4920 4.9939
H 9.1693 -1.0586 1.1397
H -2.3250 6.7523 -1.2848
H -3.7239 1.0474 4.0908
H 6.2548 -1.0259 2.6544
H -4.3449 -7.8463 -1.9669
H -3.4920 -0.1615 -3.2503
H -9.3268 1.5711 2.1435
H -3.6488 -6.0775 -4.0624
H -8.0378 -0.1112 1.3678
H 9.3062 0.2629 -2.8906
H 7.4050 -4.6756 6.3139
H 4.6865 -0.1892 2.6937
H 1.1087 -2.1704 5.0175
H -3.7689 8.3020 -0.3987
H 2.4897 -1.0982 4.6513
H -3.3881 -4.4587 -0.1480
H 7.3590 -5.6597 4.2018
H -2.2528 -2.7907 0.5276
H 7.5904 5.2575 -2.1901
H -7.7083 -4.1163 -1.3690
H -3.3186 3.8372 -1.3913
H 4.9030 -1.6074 1.6457
H -4.2350 -4.4475 -1.6641
H 9.7619 4.6730 -3.9042
H -5.7808 -4.8428 -0.0331
H 7.4007 -0.5116 -0.2627
H 2.1936 -2.5280 3.6582
H 8.5833 -3.7876 -1.4921
H -5.0169 7.0399 -0.4655
H 11.5963 -1.7058 -0.0187
H -1.1438 11.1879 -0.6018
H 7.5524 0.8185 -4.3011
H 6.0401 -3.6910 5.7509
H -1.7875 2.1573 1.0372
H 9.2442 4.9122 -1.6510
H 12.4697 -2.0389 2.1075
H -9.7209 2.1457 0.5333
H 8.5158 0.8515 0.0088
H 5.1551 -2.8385 3.5882
H -3.1886 -7.7885 -3.9842
H 8.8969 6.3873 -2.5938
H -9.4610 -2.7892 -1.2600
H -4.8775 3.7932 -0.5478
H -1.4356 1.1408 -0.8070
H 9.5298 -1.6889 -1.2883
H 11.1182 -3.1581 2.3628
H -0.8111 -2.1343 -1.2465
H 7.1584 2.0948 -3.1292
H -5.0007 -0.9681 -3.7288
H -4.9029 -7.3282 -4.1656
H -2.5914 10.4111 -1.2716
H -4.1230 2.4634 3.0739
H -4.4470 2.4972 4.8198
H -4.1571 1.8128 0.4111
H 1.4774 3.2181 -3.7785
H -1.8094 -0.7593 -1.6842
H -8.5882 -1.0285 -2.1749
H -6.7686 1.0248 -0.7531
H -5.7654 -0.4759 -1.5921
H -1.8836 2.3693 3.6389
H 10.3645 -3.8085 -1.5833
H -4.2902 -5.2590 1.7401
H 0.3472 1.0913 -0.5493
H 6.9914 0.7549 0.9154
H 0.7934 -1.0872 1.3024
H -1.2472 -0.7020 1.1412
H 8.6749 2.1801 -4.0352
H -9.1036 -2.1504 0.3413
H -4.4738 2.5344 -1.7510
H -0.2754 3.3057 -1.5555
H -3.6279 6.8465 0.6233
H -0.6992 1.2562 1.9276
H -4.4746 -4.1455 3.0835
*
```


# C28H14BiBrF10N2O2SSe

A structure of composition C28H14BiBrF10N2O2SSe at a distorted geometry (wB97M-V/def2-TZVPD, the Open Molecules 2025 dataset).

HOMO-LUMO gap = 7.450 eV

Geometry as ORCA input:
```
! RIJCOSX wB97M-V def2-TZVPD def2/J DEFGRID3
* xyz 0 1
Bi 1.4716 0.5468 -2.0870
Br -0.6733 -0.6175 2.5642
Se 3.1209 1.6843 -0.4293
S 1.7637 -1.6942 -0.8672
F 6.1683 -2.4295 -1.8707
F 5.0169 1.4248 1.7798
F -1.0289 -0.9860 -2.0730
F 7.5212 -2.3772 0.5004
F -1.0512 -5.2311 1.3364
F -3.3579 -2.0772 -1.3232
F 1.2837 -4.0615 0.6803
F 7.0315 -0.3744 2.2846
F 4.2625 -0.5653 -2.3983
F -3.4121 -4.1975 0.4086
O 1.2141 3.6027 -0.1576
O 0.0466 1.4086 -0.8587
N -1.9035 1.3126 0.6910
N -2.0131 2.2200 -0.2578
C 0.4561 4.2579 -1.0719
C -1.0109 -1.9708 -1.1504
C 0.1968 -2.4126 -0.6137
C -4.8781 0.9899 5.3515
C -0.6310 3.6097 -1.6716
C -6.5509 1.2175 3.1553
C 0.7581 5.5685 -1.4328
C 6.3116 -0.4543 1.1653
C -3.0297 0.1802 3.9007
C -4.3760 0.7076 4.0801
C 5.8823 -1.5008 -0.9566
C -5.2345 0.8349 2.9851
C -1.0040 2.1774 -1.3170
C -2.2221 -2.5529 -0.7997
C -7.0329 1.5041 4.4213
C -2.4630 1.4321 1.8276
C -2.2496 -3.6361 0.0696
C -6.1871 1.4001 5.5138
C -1.0498 -4.1511 0.5573
C -1.4194 4.3195 -2.5700
C -0.0333 6.2537 -2.3325
C 4.5523 0.4149 -0.2722
C -2.2669 0.4132 2.8213
C -1.1371 5.6342 -2.8922
C 5.3014 0.4577 0.9027
C 6.5849 -1.4637 0.2432
C 0.1471 -3.5418 0.2167
C 4.8991 -0.5521 -1.2047
H -1.7717 6.1755 -3.5757
H -3.0613 2.3032 2.1216
H -4.2357 0.8933 6.2140
H -2.6802 -0.4976 4.6674
H -1.4751 1.7039 -2.2038
H -4.8671 0.5834 2.0008
H -8.0661 1.7869 4.5558
H 1.8199 4.2114 0.2863
H -6.5546 1.6387 6.5002
H -2.3679 3.1474 -0.0113
H -7.2066 1.2881 2.2986
H -2.2732 3.8348 -3.0217
H 0.2124 7.2713 -2.5925
H 1.6251 6.0414 -0.9923
*
```


# C28H16BBr2Cl28F6NO6

A cluster of 8 separate species, C28H16BBr2Cl28F6NO6 in total at a distorted geometry (wB97M-V/def2-TZVPD, the Open Molecules 2025 dataset).

HOMO-LUMO gap = 8.121 eV
SMILES = O=C=NC1=C(Br)C(=O)c2c(CB(O)O)c(CC(=O)Br)c(CCF)c(CCCC(F)(F)C(F)(F)F)c2C1=O.ClC(Cl)(Cl)Cl.ClC(Cl)(Cl)Cl.ClC(Cl)(Cl)Cl.ClC(Cl)(Cl)Cl.ClC(Cl)(Cl)Cl.ClC(Cl)(Cl)Cl.ClC(Cl)(Cl)Cl

Geometry as ORCA input:
```
! RIJCOSX wB97M-V def2-TZVPD def2/J DEFGRID3
* xyz 0 1
Br 5.7337 3.2314 -0.6609
Br 1.4521 5.5937 4.8455
Cl -4.4039 10.8493 -4.8282
Cl 9.0494 -0.5431 -0.4999
Cl -8.6862 -4.4203 5.1536
Cl -6.3138 12.7290 -3.7311
Cl -4.8257 -10.6889 -4.9194
Cl 8.1487 -1.3598 -3.1276
Cl -0.8782 -6.1046 0.2119
Cl -2.6490 5.7199 -3.6962
Cl 0.7262 -8.1713 -1.0313
Cl -2.3704 8.3527 -4.8677
Cl -5.1309 10.7062 -2.0299
Cl 6.3588 0.0936 -1.3712
Cl -0.4252 6.2917 -5.4620
Cl -3.6389 -5.4606 1.1416
Cl -0.5222 7.4785 -2.8189
Cl -4.8047 -3.7678 -0.8953
Cl -6.2519 -6.0878 0.0628
Cl -7.0827 -6.0947 3.4209
Cl -5.6626 -7.9390 -4.5596
Cl -7.9550 -7.0933 5.9967
Cl -7.0469 9.9474 -4.0638
Cl -3.1523 -8.5277 -5.8803
Cl -2.1020 -8.6166 -0.5465
Cl -1.2378 -6.7212 -2.5860
Cl -3.4335 -8.9837 -3.0343
Cl -5.9075 -3.7820 1.7830
Cl 8.6327 1.4391 -2.5694
Cl -5.9395 -5.0178 5.8514
F -0.7247 -4.8754 2.4293
F -2.4808 -3.6126 2.9397
F -2.1486 -1.9878 1.1547
F 3.7959 -1.4252 -2.8177
F -0.6690 -3.4005 0.2178
F -0.5368 -3.0293 3.7935
O 0.0822 4.7028 1.9715
O 0.7191 0.3605 4.2287
O -0.5483 3.9218 -1.4793
O 1.1522 4.9820 -2.9180
O 4.5067 3.7764 -3.0502
O -0.0620 2.6241 7.5131
N 1.8084 2.6643 6.0212
C 1.4216 2.6722 4.6178
C -5.7243 11.0581 -3.6630
C 1.2400 1.3494 3.7674
C 2.9134 0.4977 0.1856
C 1.7505 1.4706 2.2795
C -0.9260 -2.6570 1.3629
C 0.8296 2.5225 6.7844
C 0.1923 -1.5542 1.4832
C 4.4018 3.0617 -2.0961
C 3.6297 -0.7311 -0.5016
C 8.0506 -0.0925 -1.8933
C -1.1219 -3.5439 2.6723
C 1.5705 2.7828 1.5678
C -5.1505 -4.7737 0.5239
C -7.4160 -5.6574 5.1052
C 2.0582 2.9869 0.1941
C -0.8723 -7.4031 -0.9915
C -4.2687 -9.0354 -4.5977
C 2.6390 -1.0308 2.3929
C 1.6210 -2.1281 1.8329
C -1.4909 6.9597 -4.2104
C 3.1913 2.0477 -1.9854
C 2.8383 -1.3203 -1.7374
C 2.7126 1.8226 -0.4935
C 2.4252 0.3244 1.6017
C 1.2372 3.8634 3.9617
C 0.8640 3.9056 2.4233
C 1.8876 4.3880 -0.5004
B 0.7634 4.4146 -1.6592
H -0.1757 -0.7719 2.2012
H 2.0464 -0.6183 -2.1109
H -0.6664 3.0454 -1.8859
H 0.2290 -1.0507 0.4668
H 3.6732 -1.4425 2.1703
H 2.3199 2.3511 -2.6427
H 1.5994 -2.9536 2.6027
H 2.0516 -2.5955 0.8954
H 4.6498 -0.3581 -0.8613
H 1.6232 5.2067 0.2375
H 2.4694 -2.3720 -1.5653
H 2.8723 4.7187 -0.9600
H 2.5924 -0.8997 3.5033
H 3.5605 1.0712 -2.4347
H 3.8515 -1.5777 0.1983
H 1.4606 4.2933 -3.5342
*
```


# C28H16Cl3EuN9O3S

A structure of composition C28H16Cl3EuN9O3S at a distorted geometry (wB97M-V/def2-TZVPD, the Open Molecules 2025 dataset).

HOMO-LUMO gap (spin up / spin down) = 5.874 / 6.119 eV
Expectation value of S² = 15.759
ΔE to the lowest compared entry with this formula, charge and spin = 0.00 kJ/mol

Geometry as ORCA input:
```
! RIJCOSX wB97M-V def2-TZVPD def2/J DEFGRID3
* xyz -2 8
Eu -0.4814 0.6914 0.4505
Cl 1.7521 2.4868 1.1590
Cl 1.9368 5.1134 -4.5873
Cl 2.7243 2.2360 -5.7502
S 3.9346 -2.1370 -0.8190
O 0.5152 -1.4849 -3.3827
O -1.7300 -0.5699 3.1901
O -1.3012 4.9554 -0.9763
N -0.4820 -0.8925 3.2236
N 2.8343 -0.6892 3.7378
N -0.3699 1.9581 5.2207
N -2.3970 2.3994 1.2655
N -1.6395 -1.5710 -0.5579
N -0.9913 2.6533 -1.1001
N -0.3865 0.2604 -2.1168
N 1.7101 -1.1809 0.1302
N 3.0092 0.3662 -1.0188
C 1.1494 3.6809 -3.9867
C -1.3935 3.7969 -0.5600
C 1.4596 2.4494 -4.5269
C 3.0947 -4.5750 0.2973
C -1.7280 -4.2315 -1.3531
C 0.9402 1.3035 -3.9328
C -0.9956 -1.9845 -1.6742
C 2.7632 -0.8472 -0.5402
C -0.0871 1.1157 4.4876
C -2.3206 4.7611 1.5010
C -2.7731 4.6803 2.8028
C 0.1285 1.3550 -2.7875
C 2.9016 -3.2181 0.0411
C -0.1787 -0.9991 -2.4891
C 1.7097 -0.4141 3.7633
C -2.8839 2.3109 2.5003
C -0.2349 2.6552 -2.2671
C 0.3119 -0.0082 3.7321
C 2.0891 -5.2529 0.9496
C 0.2733 3.7914 -2.9044
C 0.9151 -4.5937 1.3334
C 1.7552 -2.5234 0.4657
C -2.3226 -2.4711 0.1389
C -2.4303 -3.7967 -0.2435
C 0.7605 -3.2240 1.1122
C -0.9901 -3.3082 -2.0648
C -3.0496 3.4356 3.3325
C -2.0917 3.6079 0.7723
H 0.0951 -5.1643 1.7862
H -2.8069 5.5965 3.4158
H -3.0531 -4.4959 0.3396
H 2.1666 -6.3175 1.1510
H -2.0033 5.7053 1.0602
H -3.3140 3.2739 4.3582
H -3.0488 1.3144 2.8944
H -0.0136 4.7751 -2.5245
H -2.7735 -2.1298 1.0753
H 3.8252 0.5523 -1.5589
H -1.7743 -5.2737 -1.6669
H 2.5772 1.1776 -0.5437
H 1.2323 0.3398 -4.3477
H -0.1330 -2.7761 1.4622
H 3.9809 -5.1174 0.0292
H -0.3668 -3.5511 -2.8988
*
```


Number 1: energy -86955.52571 eV. Number 2: energy -73347.11435 eV. Number 3: energy -215573.69742 eV. Number 4: energy -550760.22112 eV. Number 5: energy -116586.60501 eV.